C33H37NO4ReS4 as an isolated structure at a distorted geometry, computed with ωB97M-V/def2-TZVPD.

The geometry in XYZ format:
```
80
Properties=species:S:1:pos:R:3:forces:R:3
Re 0.1958 -0.2109 0.6173 -0.488 0.167 -0.033
O -1.1421 -0.1402 -0.7774 -0.532 -0.286 0.354
S -2.2548 -1.2309 -1.2890 -0.141 0.025 -0.371
C -3.8135 -0.7652 -0.3973 1.344 -0.191 -0.819
C -3.7007 -1.0691 1.0475 0.071 -0.079 1.884
C -3.3308 -2.5340 1.2401 0.002 -1.110 -0.647
C -2.7895 -2.9328 2.5900 0.383 0.668 -0.146
S -1.0577 -2.3631 2.7656 0.343 0.312 1.227
O -0.5662 -1.9432 1.3353 -0.132 0.504 -0.980
C -0.0479 -3.7022 3.1383 1.303 -1.871 1.088
C 0.3332 -4.7780 2.2776 -0.918 1.670 1.652
C 1.0785 -5.7928 2.8409 -0.773 -0.731 -2.138
C 1.4462 -5.8095 4.1517 1.792 -1.075 2.385
C 1.1461 -4.7659 5.0363 -0.469 -0.568 -2.037
C 0.3944 -3.7430 4.4901 -0.495 1.045 0.136
C -2.6419 -0.7379 -2.9082 -0.378 1.833 0.942
C -3.2800 0.5012 -3.2357 -0.089 -0.426 0.374
C -3.7216 0.6108 -4.5429 0.792 -0.354 1.325
C -3.4587 -0.4072 -5.4816 -0.888 2.115 -0.774
C -2.6909 -1.4621 -5.1992 1.005 -0.854 1.903
C -2.3086 -1.6469 -3.8521 0.575 -2.362 -1.268
H -4.5448 -1.4181 -0.8907 -0.007 0.367 -0.099
H -3.8880 0.2718 -0.6565 -0.722 0.531 -0.012
H -4.6997 -0.8999 1.5255 0.822 0.102 -0.329
H -2.9711 -0.4441 1.6112 -0.440 0.127 -0.580
H -2.6302 -2.9083 0.4591 -0.609 0.212 0.507
H -4.2573 -3.0718 1.1125 -0.246 -0.594 -0.154
H -2.8048 -3.9795 2.8616 -0.054 -0.317 -0.316
H -3.3020 -2.3730 3.3598 -0.094 0.078 0.456
H -0.0571 -4.7672 1.2893 0.029 -0.389 -0.810
H 1.2482 -6.6633 2.2003 0.316 0.275 0.333
H 2.0641 -6.6808 4.5293 -0.943 1.079 -0.494
H 1.4319 -4.7670 6.0627 0.186 -0.014 0.480
H 0.1302 -2.9435 5.1743 -0.167 0.198 -0.167
H -3.4280 1.3015 -2.4654 0.066 -0.809 -1.000
H -4.1845 1.5233 -4.8033 -0.658 0.649 -0.582
H -3.8011 -0.2619 -6.4920 -0.164 0.048 -0.203
H -2.3569 -2.1220 -5.9549 0.066 -0.775 -0.531
H -1.8215 -2.6032 -3.5560 -0.239 0.849 -0.304
S 4.2162 -2.0847 -0.5208 -1.522 0.507 0.343
C 2.8490 -3.0947 -0.8476 0.833 0.384 0.411
C 1.7210 -2.4895 -0.4354 -1.839 -1.698 -0.916
N 1.8484 -1.2523 0.1109 2.115 0.616 0.017
C 3.1619 -0.9020 0.1108 -0.184 -1.237 -0.351
H 2.9863 -4.0851 -1.2406 -0.120 -0.104 -0.220
H 0.7082 -2.9157 -0.5754 0.855 0.285 0.261
H 3.5774 -0.0121 0.4968 -0.021 0.983 0.407
O 0.7421 1.4877 -0.0570 0.708 1.005 -0.127
S 0.2319 2.9305 -0.6147 -0.994 -0.074 0.759
C 0.4271 2.7690 -2.3073 0.882 -0.444 -1.181
C -0.4610 3.4844 -3.0972 -0.435 0.387 1.302
C -0.3193 3.4795 -4.4581 -1.127 0.583 -0.727
C 0.7066 2.7825 -5.0231 0.914 0.035 -1.316
C 1.6680 2.1641 -4.2430 1.183 -1.302 -0.692
C 1.5108 2.0781 -2.9020 -0.075 0.286 2.094
C 1.3855 4.0798 -0.0242 2.570 -1.551 -0.691
C 1.0026 4.8781 1.0385 1.619 0.342 -1.195
C 2.0298 5.6871 1.5183 -0.911 0.621 1.120
C 3.3074 5.6741 1.0566 -0.042 -0.039 -0.613
C 3.6725 4.8728 0.0025 1.366 -1.521 -0.393
C 2.7795 3.9682 -0.4903 -2.753 -0.434 -0.694
H -1.2341 4.1027 -2.6424 0.017 -0.226 -0.017
H -1.0513 4.0442 -5.0507 0.488 -0.339 0.107
H 0.8581 2.7562 -6.0981 -0.215 0.146 0.075
H 2.5679 1.6691 -4.6630 -0.876 0.463 -0.061
H 2.2504 1.5594 -2.2639 -0.558 0.225 -0.528
H -0.0086 4.9246 1.3284 -0.980 0.212 0.628
H 1.8905 6.4115 2.2873 -0.739 0.232 0.616
H 4.0313 6.3124 1.4866 0.569 0.666 0.436
H 4.7148 4.8175 -0.3075 -0.231 0.223 -0.122
H 2.9854 3.2006 -1.2850 0.090 1.225 0.956
C 2.1874 1.8511 4.0667 0.254 -0.103 -0.526
C 1.3730 1.8987 2.8009 2.644 -0.438 -0.151
O 1.1602 0.4614 2.3904 -0.759 -0.572 0.758
H 2.4813 2.8564 4.3781 -0.347 -0.066 0.136
H 3.1178 1.3393 3.8272 0.083 -0.189 0.306
H 1.6343 1.3306 4.8444 0.134 0.126 0.376
H 1.9870 2.3374 2.0018 -0.638 -0.140 0.126
H 0.4524 2.3593 2.9500 -1.751 0.719 -0.133
H 0.9340 -0.0020 3.2372 0.342 0.148 -0.827
```
Forces are in eV/Å.

⟨S²⟩: 3.77
Energy relative to the best compared isomer or geometry (same formula, charge and spin) in kcal per mole: 0.0
Total charge: +4
HOMO level (alpha / beta) in eV: -19.038 / -19.053
E_LUMO (alpha / beta) in eV: -12.28 / -12.74
Calculated total energy in eV: -89930.28245
2S+1: 4
Gap between HOMO and LUMO (alpha / beta) in eV: 6.753 / 6.311

=====

A 12-piece molecular cluster, C48H132N12O12 overall at a distorted geometry, computed with ωB97M-V/def2-TZVPD.

The geometry in XYZ format:
```
204
Properties=species:S:1:pos:R:3:forces:R:3
C 13.1317 15.5228 11.1500 -0.728 -0.230 1.732
O 13.8670 14.6391 11.9736 -0.017 0.060 -0.019
C 15.2787 14.7820 11.9409 -0.834 -4.366 -1.017
C 15.8261 13.7047 12.9656 0.890 0.503 -1.751
C 17.3619 13.7038 12.8196 -1.048 1.730 -1.884
N 15.2913 12.3752 12.7704 -1.629 0.113 1.863
H 12.9584 16.4548 11.7084 0.243 0.166 -0.483
H 12.1484 15.0766 11.0078 -0.036 -0.116 -0.052
H 13.5715 15.6649 10.1968 0.671 0.361 -0.975
H 15.6223 14.4722 10.8718 -0.161 0.788 1.638
H 15.6055 15.7115 12.2311 0.693 2.462 0.331
H 15.6222 14.0200 13.9844 -0.421 0.103 0.133
H 17.6512 13.4612 11.7613 -0.242 -0.218 0.915
H 17.8110 13.0397 13.5197 0.605 -0.237 0.523
H 17.6194 14.7997 12.8875 0.412 -1.129 0.515
H 14.2675 12.3990 12.8240 0.266 0.318 0.676
H 15.3456 12.0175 11.8673 1.176 -0.408 -2.168
C 7.9338 17.0942 17.6232 -2.439 -1.661 1.323
O 8.9273 16.1925 17.3302 -0.217 -1.326 1.959
C 9.5534 16.4299 16.1526 0.244 0.935 -1.633
C 10.5266 15.2966 15.9064 0.902 1.338 0.369
C 11.4045 15.6066 14.6894 0.996 -1.409 0.510
N 9.9915 13.9839 15.8556 -0.709 -1.333 -1.646
H 7.1145 17.0433 16.9035 -0.070 0.014 -0.400
H 8.3067 18.0579 17.6216 0.724 2.320 0.254
H 7.4286 16.8391 18.6116 1.038 0.323 -1.046
H 8.7529 16.5825 15.3767 0.822 -0.240 -0.017
H 10.1741 17.3571 16.2137 -0.421 -0.129 -0.157
H 11.1868 15.3878 16.7977 -0.159 -0.378 -0.335
H 10.8704 15.8401 13.7867 -0.542 -0.080 -0.440
H 12.0675 14.7121 14.5047 -0.636 0.946 0.005
H 12.0531 16.4514 14.8907 0.158 0.197 0.116
H 9.4924 13.8368 14.9532 0.495 0.044 0.998
H 9.3698 13.7050 16.5999 -0.038 0.438 0.197
C 18.0938 11.2928 20.5204 -1.668 0.532 0.768
O 17.5928 12.3255 21.4389 -0.256 -0.251 -1.910
C 17.2110 13.5029 20.6531 1.131 -0.540 1.366
C 17.3959 14.7468 21.5430 -0.758 -1.369 0.311
C 16.9323 15.9585 20.8486 -1.206 0.352 -2.084
N 18.7300 14.7890 22.0803 0.346 0.061 -0.036
H 19.0096 11.6368 20.1252 1.296 0.216 -0.446
H 17.4463 11.0043 19.6570 -0.056 0.659 0.780
H 18.2012 10.4176 21.1235 0.367 -0.563 0.368
H 17.8952 13.5025 19.7915 -0.404 0.453 -0.011
H 16.1648 13.3999 20.3844 -0.174 0.063 -0.434
H 16.6569 14.6632 22.3403 -0.195 -0.529 0.489
H 15.8321 15.8476 20.6304 0.925 0.107 0.091
H 17.4368 16.1188 19.8878 -0.001 0.027 0.109
H 17.0350 16.8366 21.4336 0.215 0.848 0.726
H 18.8515 13.8870 22.5380 0.334 0.329 0.066
H 18.7914 15.5499 22.7624 0.013 -0.332 -0.142
C 16.0858 19.1697 26.8167 -1.244 -2.741 1.397
O 17.3704 18.7442 26.4427 0.286 0.467 -0.754
C 17.4715 18.2147 25.1030 -0.325 0.722 0.191
C 18.9123 18.3909 24.5956 0.033 -0.189 0.110
C 19.3367 19.8448 24.4989 -1.531 0.172 0.125
N 18.8734 17.7813 23.2805 -1.208 -0.603 0.058
H 15.5105 18.2226 27.2112 0.564 1.515 -0.895
H 15.5138 19.6084 26.0155 -0.101 0.250 -0.444
H 16.0591 19.8191 27.6977 0.695 0.170 -0.340
H 17.1946 17.1397 25.0752 0.133 0.492 0.098
H 16.8007 18.7740 24.3794 0.472 -0.496 0.852
H 19.5991 17.8531 25.2637 -0.155 -0.100 -0.231
H 20.3711 19.9517 24.2425 0.550 0.057 -0.320
H 19.1454 20.3440 25.4431 0.065 0.210 0.165
H 18.6702 20.3012 23.7305 0.614 0.030 0.392
H 18.2777 18.3497 22.6934 -0.063 0.000 -0.188
H 19.7150 17.6170 22.7917 1.237 0.080 -0.185
C 20.6208 18.3576 18.9925 1.197 1.433 1.132
O 20.6547 19.6278 18.3224 -0.718 0.036 0.698
C 19.4455 19.8850 17.6371 -1.458 -0.694 -0.094
C 19.5957 20.9349 16.5691 0.596 -0.333 2.698
C 18.3087 21.2844 15.9925 -2.573 0.237 -1.180
N 20.4798 20.4335 15.6161 2.605 -2.335 -2.413
H 20.8556 17.5621 18.2919 0.025 -0.236 0.128
H 19.6851 18.1914 19.5132 -0.570 -0.118 -0.237
H 21.3610 18.4564 19.8434 -0.420 -0.440 -1.200
H 19.2145 19.0001 17.0585 -0.224 -0.699 -0.263
H 18.4744 20.0229 18.1840 1.157 0.189 0.761
H 20.0044 21.8208 17.0200 0.480 0.634 0.236
H 17.6491 20.4118 15.7435 0.888 0.340 -0.204
H 18.4868 21.9213 15.1122 -0.336 -0.316 0.112
H 17.6509 21.8200 16.6764 0.264 0.333 0.241
H 20.0277 19.5802 15.2042 0.490 0.999 0.186
H 21.3512 20.0200 16.0600 -1.418 0.960 -0.469
C 10.1991 21.3189 18.7639 -0.155 -0.428 -1.706
O 11.1971 22.2243 18.3401 -0.183 -0.751 -0.516
C 12.0410 21.5799 17.3768 -1.004 1.359 -0.648
C 13.0641 22.5747 16.8860 1.003 -0.635 -0.534
C 14.1014 23.0151 17.9286 -0.719 0.436 -0.241
N 12.3933 23.7070 16.3492 -0.208 1.106 -0.050
H 9.3206 21.2664 18.0905 0.469 0.156 -0.365
H 9.7536 21.6300 19.6633 0.011 0.358 1.553
H 10.6128 20.3065 18.7810 -0.115 -0.086 0.556
H 12.5331 20.7856 17.8498 0.860 -1.519 0.772
H 11.4813 21.1410 16.4949 0.135 0.592 0.826
H 13.6648 22.0447 16.1000 -0.335 -0.031 0.372
H 14.7938 23.7097 17.4000 -0.174 -0.536 0.536
H 14.6236 22.0890 18.2381 -0.026 0.799 0.301
H 13.5831 23.6012 18.7411 0.711 -0.886 -0.565
H 11.7118 23.4714 15.6431 0.119 0.154 -0.158
H 13.0518 24.4148 16.0411 -0.338 -0.138 -0.230
C 14.5982 12.4248 23.1125 -1.781 -4.196 -1.958
O 13.4751 12.7425 22.2697 -0.463 0.304 1.546
C 13.4339 12.0832 21.0535 0.550 -0.232 -1.029
C 12.3367 12.6584 20.1452 -0.046 -0.027 1.434
C 11.0065 12.1347 20.5992 -0.799 -0.498 1.237
N 12.5930 12.3871 18.7642 0.795 0.515 -0.642
H 14.7098 13.1773 23.7789 0.380 2.218 2.111
H 15.4196 12.2792 22.4703 1.522 0.294 -0.598
H 14.5247 11.3787 23.6229 -0.425 1.721 -0.508
H 14.3863 12.2631 20.5608 0.318 -0.269 -0.390
H 13.2920 10.9888 21.1455 0.058 0.165 0.153
H 12.3204 13.7327 20.3268 0.302 0.199 -0.191
H 10.9770 12.1623 21.7151 -0.177 -0.010 -0.719
H 10.8524 11.0816 20.2921 0.116 0.421 0.081
H 10.1772 12.7359 20.2238 -0.046 -0.069 -0.065
H 12.2711 11.4736 18.5309 -0.126 -0.870 -0.180
H 12.0436 13.0098 18.2012 -0.220 0.325 -0.382
C 12.2569 21.7851 21.6945 -3.056 -0.109 1.032
O 13.5019 21.4914 22.1477 0.008 -0.727 0.717
C 14.4335 21.5111 21.1321 1.418 -0.033 -0.101
C 15.7176 20.9415 21.8054 -0.468 0.916 -1.128
C 16.7721 20.6684 20.6735 -0.350 0.038 0.734
N 15.3917 19.6961 22.4761 1.071 0.435 0.736
H 11.7801 21.0112 21.0791 0.574 -0.112 -0.488
H 12.2018 22.7359 21.1715 -0.053 0.271 -0.133
H 11.5587 21.7751 22.5755 0.686 0.520 -0.557
H 14.1595 20.9216 20.2291 -0.181 -0.002 0.469
H 14.5164 22.5620 20.8386 0.513 0.015 -0.418
H 15.9494 21.7718 22.5484 0.463 -1.301 -0.710
H 17.7481 20.2774 21.0816 -0.874 0.697 -0.492
H 16.8673 21.5958 20.0677 0.436 -0.592 0.417
H 16.3633 19.8950 19.9749 0.247 0.598 0.610
H 15.3052 18.9804 21.8047 0.074 -1.065 -1.014
H 14.5085 19.7131 22.9446 -0.438 0.461 0.395
C 21.0333 12.8719 14.6732 0.381 -0.641 0.331
O 20.8565 13.8404 15.6850 -0.817 0.407 -0.366
C 19.7775 14.7142 15.3116 -0.595 -0.831 2.070
C 19.5428 15.8048 16.3815 1.510 -0.292 -0.366
C 19.1921 15.1756 17.7685 0.648 -0.964 -0.784
N 18.4549 16.6559 15.9288 -1.144 -0.134 -0.426
H 22.0380 12.3972 14.7926 -0.802 0.464 -0.131
H 20.9249 13.3379 13.6955 0.321 0.021 -0.314
H 20.2577 12.0915 14.7273 0.124 0.052 0.111
H 20.0145 15.1597 14.3812 0.235 0.650 -1.208
H 18.7820 14.1841 15.1971 1.056 0.079 0.118
H 20.5108 16.4501 16.3975 -1.495 -1.059 0.399
H 18.9214 15.9879 18.4170 0.170 0.262 0.597
H 20.0543 14.5450 18.1781 -1.199 1.054 -0.504
H 18.2785 14.5064 17.7278 0.933 0.628 -0.363
H 17.5922 16.0723 15.9864 0.577 0.798 -0.260
H 18.5718 16.9781 14.9395 -0.039 -0.430 1.002
C 18.3509 9.0247 14.4421 0.774 -0.369 -0.756
O 17.6371 10.0487 15.0645 -0.125 -0.156 0.137
C 16.2646 9.7345 15.0963 -0.836 -0.264 0.725
C 15.5297 10.8372 15.8790 2.370 0.901 0.890
C 16.0295 10.9482 17.3655 -0.648 -1.114 -1.199
N 14.1491 10.5934 15.8803 -1.672 -0.756 -0.117
H 19.4441 9.1920 14.5428 -0.723 0.196 -0.178
H 18.0645 8.9074 13.3728 0.279 0.315 0.347
H 18.1492 8.0537 14.8823 -0.147 -0.295 0.411
H 15.8689 9.6371 14.0647 0.076 0.228 0.271
H 16.0565 8.7445 15.6089 0.420 0.794 -0.360
H 15.8034 11.8039 15.3994 -0.004 -0.379 -0.022
H 17.0938 11.0447 17.4083 0.710 0.530 -0.135
H 15.8274 9.9993 17.8953 -0.372 0.452 -0.096
H 15.5125 11.7910 17.8132 0.023 0.001 0.394
H 13.8490 10.3291 14.9545 -0.414 0.221 -0.091
H 13.5697 11.3371 16.2619 0.315 -0.122 -0.192
C 17.2835 16.3353 8.8845 -2.598 -0.258 -0.423
O 17.1156 16.7760 10.1958 0.508 0.049 1.143
C 17.6173 18.0710 10.5300 -1.701 -0.527 -0.263
C 17.6624 18.1873 12.0621 1.050 -0.337 -0.603
C 17.3666 19.6001 12.5108 0.777 0.108 -0.364
N 18.8910 17.6256 12.6381 0.640 -0.348 0.012
H 16.6034 15.4162 8.8699 1.429 0.807 -0.378
H 18.3249 16.1488 8.6530 0.169 -0.174 -0.341
H 16.7743 17.0416 8.1513 0.926 -0.516 0.576
H 18.5563 18.2503 10.0591 1.195 0.058 -0.154
H 16.9173 18.7574 10.0411 -0.054 0.479 0.371
H 16.9641 17.5103 12.4704 -1.575 -0.535 0.122
H 16.3814 19.8495 12.1565 -0.550 0.181 0.090
H 18.0451 20.2880 11.9776 -0.041 -0.046 0.470
H 17.4391 19.7343 13.5936 0.047 -0.020 -0.264
H 19.6939 18.1691 12.3558 0.269 0.136 0.005
H 19.0765 16.6527 12.3268 -0.445 0.928 0.105
C 14.7295 14.6400 16.9188 0.490 0.099 0.566
O 15.0852 15.9989 16.7574 -0.198 0.484 -0.630
C 14.3630 16.9122 17.5298 0.084 0.201 1.322
C 14.9812 18.3185 17.4697 -0.956 -0.531 0.824
C 14.8367 18.8661 16.0755 0.092 -1.488 -0.539
N 16.3344 18.4368 17.9011 1.908 -0.309 -0.068
H 14.6393 14.4077 18.0289 0.102 -0.066 -1.256
H 15.6036 14.1147 16.4513 -1.093 -0.109 0.497
H 13.7659 14.4357 16.4053 0.508 -0.203 0.255
H 13.2880 17.0784 17.3179 0.127 -0.694 -0.582
H 14.3927 16.5411 18.5744 -0.019 0.239 -0.085
H 14.3108 18.8748 18.1699 0.509 0.065 -0.317
H 13.7888 18.8466 15.8164 -0.444 0.254 -0.231
H 15.3177 18.1185 15.3845 -0.080 1.053 0.388
H 15.2292 19.8616 16.0113 0.332 0.424 -0.302
H 17.0134 17.9458 17.2693 -0.836 0.498 0.707
H 16.5461 18.1592 18.8670 -0.445 -0.092 -0.661
```
Forces are in eV/Å.

Energy relative to the best compared isomer or geometry (same formula, charge and spin) in kcal per mole: 99.9
Total charge: 0
HOMO level in eV: -8.669
E_LUMO in eV: 0.34
Calculated total energy in eV: -94358.94663
2S+1: 1
Gap between HOMO and LUMO in eV: 9.006

=====

A 4-piece molecular cluster, C3H15NO3S overall at a distorted geometry, computed with ωB97M-V/def2-TZVPD.

The geometry in XYZ format:
```
23
Properties=species:S:1:pos:R:3:forces:R:3
C 1.3836 -2.0824 0.8223 -1.769 1.753 0.126
N 0.1036 -2.5049 0.2271 -0.437 -0.200 0.611
C -0.2342 -1.8604 -1.0356 0.797 0.751 -0.383
C -1.1200 -0.6223 -0.7897 -1.641 -0.827 -0.541
S -2.8909 -0.7938 -1.4339 0.807 -1.144 0.187
H 1.3138 -1.0105 1.2301 0.196 -1.051 -1.403
H 2.0704 -2.2260 0.0001 1.328 0.358 0.599
H 1.5458 -2.5524 1.7781 0.438 -1.080 -0.156
H 0.1221 -3.5068 0.0920 0.022 0.067 0.086
H 0.6968 -1.4602 -1.5277 -0.590 -0.602 0.066
H -0.7024 -2.6149 -1.6797 0.048 0.405 -0.029
H -1.2132 -0.6007 0.2770 -0.063 0.548 0.463
H -0.8556 0.3133 -1.2544 0.823 0.093 0.153
H -3.1918 0.4855 -1.4816 0.009 0.674 0.067
O -0.8690 1.6305 1.2212 0.590 -0.157 0.685
H -0.2030 0.9801 0.9581 -0.098 0.133 -0.552
H -0.7320 1.6169 2.1778 -0.441 0.290 0.058
O -0.6796 4.2238 -0.2616 0.120 0.455 0.008
H -0.7301 3.5459 0.4197 -0.065 -0.359 -0.124
H -0.7654 3.7720 -1.1036 -0.040 -0.151 0.059
O 2.2869 1.4423 0.3899 -0.196 -1.716 -0.374
H 2.6849 2.0337 -0.2487 -0.201 0.714 0.643
H 1.9793 1.7915 1.2231 0.360 1.047 -0.250
```
Forces are in eV/Å.

Energy relative to the best compared isomer or geometry (same formula, charge and spin) in kcal per mole: 28.8
Total charge: 0
HOMO level in eV: -8.856
E_LUMO in eV: 0.23
Calculated total energy in eV: -21820.91215
2S+1: 1
Gap between HOMO and LUMO in eV: 9.082